{"formula": "C10H10", "method": "ωB97M-V/def2-TZVPD", "lumo_ev": 0.112, "spin_multiplicity": 1, "total_charge": 0, "total_energy_ha": -386.881179, "smiles": "C=Cc1ccccc1C=C", "de_lowest_kcal_mol": 32.7, "symbols": ["C", "C", "C", "C", "C", "C", "C", "C", "C", "C", "H", "H", "H", "H", "H", "H", "H", "H", "H", "H"], "coordinates": [[1.280592, 2.611379, 0.030681], [0.297875, 1.789269, -0.306758], [0.514776, 0.486087, -0.042058], [1.849553, -0.155627, -0.051636], [2.081017, -1.457539, -0.093030], [0.999247, -2.327777, 0.009062], [-0.360238, -1.742747, -0.087807], [-0.632220, -0.366051, -0.177081], [-1.843434, 0.314618, 0.014535], [-3.177937, -0.171905, -0.076033], [2.168962, 2.358754, 0.417941], [1.019068, 3.600968, -0.048156], [-0.693485, 2.139374, -0.584229], [2.816890, 0.545982, 0.013491], [3.152834, -1.850493, 0.012791], [1.138784, -3.363602, 0.030226], [-1.228197, -2.357748, 0.040846], [-1.822780, 0.990694, 1.023036], [-3.500058, -1.258946, -0.499651], [-4.061242, 0.215317, 0.373831]], "atomic_forces_ev_per_a": [[-3.4, 1.1, -1.4], [0.9, 4.0, 0.8], [1.4, -7.4, -1.8], [0.3, 5.9, 0.4], [1.4, -3.1, 1.2], [-3.4, 2.8, -1.2], [2.0, -1.0, 0.4], [4.6, -0.9, 0.8], [-7.3, -0.4, 4.3], [3.0, -2.7, -1.3], [3.0, -1.0, 1.2], [0.1, 2.6, -0.2], [0.5, 0.1, -0.2], [-2.4, -1.5, -0.4], [-1.7, 0.6, -0.4], [-0.1, -1.4, 0.2], [-0.1, -0.7, -0.1], [0.1, -0.6, -3.1], [1.3, 2.7, 0.2], [0.0, 1.1, 0.5]]}

***

{"formula": "C10H10BrCaCl", "method": "ωB97M-V/def2-TZVPD", "lumo_ev": 4.927, "spin_multiplicity": 1, "total_charge": -2, "total_energy_ha": -4098.942734, "symbols": ["C", "C", "C", "H", "C", "C", "H", "H", "H", "H", "Ca", "Br", "C", "C", "C", "H", "C", "C", "H", "H", "H", "H", "Cl"], "coordinates": [[-0.658964, 0.321566, -1.985159], [-0.075433, 1.605582, -1.769022], [1.333248, 1.474270, -1.879374], [-0.652849, 2.525278, -1.655683], [1.636009, 0.083706, -1.987903], [0.396496, -0.628084, -2.096770], [0.270206, -1.709197, -2.255946], [-1.759264, 0.072197, -2.002087], [2.044554, 2.284899, -1.810728], [2.607420, -0.353431, -2.089567], [2.073227, 1.206301, 0.277374], [0.783172, 3.209018, 1.538518], [-0.410588, -0.899153, 2.646763], [-0.425625, -1.921653, 1.673745], [-1.507451, -1.662102, 0.767313], [0.324716, -2.707258, 1.545984], [-2.133397, -0.424105, 1.170627], [-1.401927, 0.059987, 2.298477], [-1.503579, 1.059209, 2.749985], [0.394885, -0.738035, 3.373013], [-1.702310, -2.196131, -0.196005], [-2.856073, 0.181903, 0.558454], [3.223528, -0.844766, 1.127991]], "atomic_forces_ev_per_a": [[0.0, -0.2, 0.2], [-0.6, -0.5, -0.9], [-1.0, -0.4, -1.0], [0.4, -0.3, 0.1], [-1.2, -0.2, -1.0], [0.2, 0.9, 0.0], [0.2, 0.6, 0.3], [1.5, 0.4, 0.2], [0.2, 0.3, -0.3], [0.4, -0.2, 0.0], [-1.0, -0.8, 1.8], [0.2, 0.6, 0.2], [0.4, 0.7, -0.5], [-0.9, -0.1, -0.7], [0.0, 0.5, 0.1], [-0.3, 0.2, 0.2], [0.7, -0.1, -0.4], [-0.4, -0.1, -0.1], [-0.1, -0.6, -0.1], [-0.4, -0.1, -0.2], [0.1, 0.4, 1.0], [0.7, -0.8, 0.8], [0.8, -0.3, 0.2]]}

***

{"formula": "C10H10BrF2N2", "method": "ωB97M-V/def2-TZVPD", "lumo_ev": -4.452, "spin_multiplicity": 1, "total_charge": 1, "total_energy_ha": -3269.929974, "smiles": "FC(F)[N@@+]1(c2ccccc2)CCN=C1Br", "de_lowest_kcal_mol": 24.6, "symbols": ["F", "C", "F", "N", "C", "C", "C", "C", "C", "C", "C", "C", "N", "C", "Br", "H", "H", "H", "H", "H", "H", "H", "H", "H", "H"], "coordinates": [[-1.670688, 0.901190, 1.745398], [-1.487714, -0.427074, 1.646376], [-2.541072, -1.240477, 1.502369], [-0.764120, -0.589865, 0.367579], [0.253902, 0.448870, 0.220133], [0.074075, 1.514630, -0.713828], [0.985586, 2.524539, -0.960775], [2.214113, 2.439008, -0.255031], [2.430381, 1.440539, 0.667769], [1.439249, 0.496405, 0.960883], [-0.197272, -1.915177, 0.099761], [-0.486140, -2.243218, -1.383031], [-1.549348, -1.496584, -1.766088], [-1.895548, -0.420445, -0.867720], [-3.478425, 0.481422, -0.876194], [-0.884226, -0.837005, 2.635472], [-0.899179, 1.378634, -1.334076], [0.770436, 3.303635, -1.670914], [2.963577, 3.120074, -0.392887], [3.334286, 1.365263, 1.208071], [1.661389, -0.287360, 1.706214], [-0.855281, -2.640882, 0.682948], [0.807337, -2.059643, 0.324347], [0.416677, -1.960720, -2.023305], [-0.642006, -3.295752, -1.523481]], "atomic_forces_ev_per_a": [[-1.2, -1.1, 0.3], [2.3, -1.4, 2.8], [-0.7, 1.0, 0.6], [0.0, 1.5, -1.3], [2.0, 3.0, -1.0], [-2.6, -1.9, -0.8], [0.9, -1.1, 1.2], [-2.4, -1.1, -0.1], [-1.5, -0.4, 0.0], [-0.3, -1.4, 0.0], [-3.3, -2.6, 0.2], [3.7, 0.6, 0.6], [-5.1, 7.6, 3.3], [3.2, -8.0, -4.2], [0.4, 0.2, 0.1], [-1.2, 1.2, -2.7], [1.9, 1.0, 0.9], [0.0, 0.1, -0.1], [1.7, 1.8, -0.6], [0.9, 0.1, 0.4], [-0.1, 0.5, -0.3], [1.1, 0.8, -0.5], [1.7, 0.4, 0.8], [-1.0, -0.4, 0.6], [-0.2, -0.5, -0.1]]}

***

{"formula": "C10H10BrHgN3O3S", "method": "ωB97M-V/def2-TZVPD", "lumo_ev": [2.794, 2.787], "spin_multiplicity": 2, "total_charge": -1, "total_energy_ha": -3902.689535, "de_lowest_kcal_mol": 0.0, "symbols": ["Hg", "Br", "C", "C", "C", "C", "C", "N", "C", "O", "O", "H", "H", "H", "S", "C", "N", "C", "N", "C", "C", "O", "H", "H", "H", "H", "H", "H", "H"], "coordinates": [[10.759558, 6.146972, 7.855414], [10.982513, 3.125904, 11.068859], [10.100283, 4.718431, 11.462545], [9.664367, 4.819508, 12.775856], [8.941586, 5.991521, 13.079534], [8.642705, 6.899250, 12.072311], [9.120315, 6.708279, 10.794451], [9.917259, 5.613954, 10.545401], [8.851594, 7.534523, 9.505899], [7.741892, 8.105454, 9.426515], [9.871638, 7.747224, 8.755318], [9.826088, 4.035435, 13.532278], [8.631209, 6.100190, 14.092508], [8.089889, 7.775563, 12.292002], [14.159916, 4.165059, 6.122077], [12.687568, 4.419850, 6.581640], [11.492867, 4.555165, 6.821131], [5.609371, 6.188681, 7.515475], [6.423904, 5.923742, 6.277408], [5.970592, 6.521307, 5.054222], [7.595489, 5.287419, 6.423719], [8.000236, 4.813231, 7.508155], [4.579932, 5.975878, 7.291996], [5.789447, 7.226622, 7.803344], [6.024236, 5.529318, 8.284630], [4.984552, 6.949232, 5.075043], [6.065921, 5.833228, 4.217639], [6.624804, 7.406732, 4.900515], [8.234147, 5.217737, 5.492092]], "atomic_forces_ev_per_a": [[0.8, 0.0, -0.4], [0.7, -0.7, -0.6], [-0.3, 0.2, 0.9], [-1.0, 1.1, 0.7], [1.0, -1.5, -0.8], [0.1, 0.2, 0.1], [1.3, -2.0, -1.2], [-0.9, 0.8, -0.4], [-0.8, 2.3, 1.4], [1.0, -1.1, 0.0], [-2.0, 1.3, 1.5], [0.0, 0.5, -0.6], [-0.4, 0.4, 0.5], [-0.6, 0.6, 0.1], [2.2, -0.2, -0.4], [-5.3, 0.1, 0.6], [4.0, -2.1, -1.4], [1.7, -0.2, -0.9], [-1.5, -0.4, 1.7], [1.9, 1.1, -0.5], [1.3, -0.8, 1.2], [-0.6, 0.8, -1.9], [-0.5, 0.0, 0.0], [-0.2, -0.1, 0.2], [-0.3, 0.2, -0.1], [-0.6, -0.4, 0.5], [0.0, 0.0, -0.1], [-0.3, -0.4, -0.5], [-0.7, 0.1, 0.6]]}

***

{"formula": "C10H10BrNO2Pd", "method": "ωB97M-V/def2-TZVPD", "lumo_ev": [-1.300, -3.867], "spin_multiplicity": 5, "total_charge": 0, "total_energy_ha": -3293.852010, "de_lowest_kcal_mol": 16.3, "symbols": ["C", "C", "C", "H", "C", "C", "H", "H", "H", "H", "Pd", "Br", "C", "C", "C", "H", "C", "C", "H", "H", "H", "H", "O", "N", "O"], "coordinates": [[0.107378, 1.859699, -1.428639], [-0.706111, 2.331763, -0.353904], [0.138323, 2.531834, 0.815014], [-1.770604, 2.534057, -0.429392], [1.444474, 1.956115, 0.462815], [1.397326, 1.595983, -0.931424], [2.251335, 1.203221, -1.511565], [-0.227474, 1.742755, -2.480021], [-0.270726, 2.515273, 1.858478], [2.268495, 1.740231, 1.131496], [-0.016052, 0.593970, 0.433102], [-2.487606, 0.017951, 1.368676], [-0.228106, -2.381238, -0.251411], [0.942082, -1.874285, -0.936706], [0.482653, -1.087655, -2.055578], [1.969652, -2.094616, -0.686584], [-0.951286, -1.057776, -2.024193], [-1.389480, -1.903978, -0.938763], [-2.411563, -2.099379, -0.654803], [-0.204451, -2.984750, 0.638248], [1.127157, -0.625697, -2.786473], [-1.590945, -0.478595, -2.664827], [1.367891, -2.090404, 3.569379], [1.029421, -1.731380, 2.448871], [1.177590, -0.490969, 2.138744]], "atomic_forces_ev_per_a": [[-0.8, 0.9, -0.9], [-0.1, 2.6, -0.7], [-0.1, 0.5, 0.8], [0.3, 0.0, 0.1], [0.8, 2.0, -0.6], [1.8, 0.6, 0.1], [-0.7, 0.3, 0.5], [0.3, -0.1, 1.1], [0.6, 1.0, -1.1], [0.0, 0.4, -0.1], [-2.7, -7.2, 0.7], [0.5, 0.0, 0.0], [2.6, 0.9, -1.1], [-2.5, -1.4, 1.5], [-2.8, -0.2, -0.1], [0.0, 0.0, 0.0], [2.1, -0.7, 0.2], [0.8, 0.9, -0.5], [0.1, 0.0, -0.1], [-0.1, -0.2, -0.1], [-0.1, 0.1, 0.0], [-0.1, -0.1, -0.2], [-1.3, -0.6, -3.3], [2.3, 4.4, 3.8], [-0.7, -4.1, -0.1]]}

***

{"formula": "C10H10BrNO3Pm", "method": "ωB97M-V/def2-TZVPD", "lumo_ev": [1.512, 1.597], "spin_multiplicity": 5, "total_charge": -1, "total_energy_ha": -3849.842893, "de_lowest_kcal_mol": 44.4, "symbols": ["C", "C", "C", "H", "C", "C", "H", "H", "H", "H", "Pm", "Br", "C", "C", "C", "H", "C", "C", "H", "H", "H", "H", "O", "N", "O", "O"], "coordinates": [[1.309009, 1.529871, 0.959856], [1.185523, 1.390663, 2.372140], [2.046292, 0.324703, 2.772963], [0.608723, 2.023691, 3.043866], [2.725703, -0.168138, 1.621160], [2.255605, 0.569566, 0.493326], [2.674978, 0.528081, -0.507098], [0.838410, 2.298610, 0.357537], [2.255565, 0.036132, 3.791664], [3.547296, -0.880427, 1.638397], [0.113547, -0.834503, 1.403182], [-1.997421, 0.123737, 0.139515], [-2.563092, -1.051820, -3.318990], [-1.332156, -0.857207, -4.019445], [-1.114594, 0.552425, -4.145008], [-0.685839, -1.639302, -4.403641], [-2.212848, 1.224842, -3.522622], [-3.110273, 0.233990, -3.017787], [-4.042789, 0.425512, -2.500936], [-3.015480, -2.005264, -3.070764], [-0.273968, 1.028475, -4.639427], [-2.353487, 2.298352, -3.457642], [1.824925, -2.516195, 4.554504], [0.839533, -1.796189, 4.597919], [0.373706, -1.149082, 5.510699], [0.103132, -1.690523, 3.346631]], "atomic_forces_ev_per_a": [[0.5, -0.1, 0.2], [0.5, -0.5, -0.3], [0.6, 0.7, -0.5], [0.0, -0.3, -0.3], [-0.4, 0.6, 0.3], [0.0, 0.3, 0.6], [-0.3, -0.2, 0.1], [-0.1, -0.3, 0.0], [-0.1, -0.1, -0.1], [-0.4, 0.0, -0.1], [0.3, 0.4, -0.8], [-0.3, 0.0, 0.2], [0.3, 1.0, -0.3], [-0.5, 0.8, 0.4], [-0.8, -0.4, 0.5], [0.0, 0.0, 0.0], [0.1, -1.1, -0.1], [1.0, -0.2, -0.7], [0.0, 0.0, 0.0], [0.0, 0.0, 0.0], [0.0, 0.0, 0.0], [0.0, -0.1, 0.0], [-1.3, 1.1, 0.4], [-1.2, 0.0, -2.0], [0.9, -0.9, -0.8], [1.2, -0.9, 3.1]]}

***

{"formula": "C10H10Cl4FNO3S", "method": "ωB97M-V/def2-TZVPD", "lumo_ev": 0.153, "spin_multiplicity": 1, "total_charge": 0, "total_energy_ha": -3006.257585, "smiles": "O=CCN(Cc1ccccc1)S(=O)(=O)F.ClC(Cl)(Cl)Cl", "de_lowest_kcal_mol": 0.0, "symbols": ["O", "C", "C", "N", "C", "C", "C", "C", "C", "C", "C", "S", "O", "O", "F", "H", "H", "H", "H", "H", "H", "H", "H", "H", "H", "Cl", "C", "Cl", "Cl", "Cl"], "coordinates": [[2.235523, -2.999097, 2.220841], [2.306013, -2.268841, 1.264973], [2.091812, -0.732741, 1.559831], [2.017195, 0.093853, 0.333754], [0.793070, -0.153211, -0.473382], [-0.555527, -0.034248, 0.309147], [-1.314864, -1.283570, 0.485836], [-2.600404, -1.305023, 1.187987], [-3.096872, -0.027237, 1.680565], [-2.356644, 1.214167, 1.508400], [-1.070790, 1.242081, 0.812679], [2.287944, 1.719968, 0.630772], [1.818577, 2.583194, -0.427655], [1.849268, 2.150521, 1.943879], [3.925714, 1.852180, 0.648242], [2.550203, -2.654036, 0.236743], [1.254171, -0.582695, 2.285455], [3.029708, -0.411457, 2.103534], [0.717700, 0.560748, -1.360003], [0.860273, -1.187580, -0.903292], [-0.880979, -2.231186, 0.075758], [-3.109306, -2.283794, 1.317254], [-4.065189, -0.021659, 2.224751], [-2.731032, 2.185676, 1.915949], [-0.506794, 2.196245, 0.670762], [-2.757631, 0.746711, -4.985894], [-1.090061, 0.476042, -4.451383], [-0.034943, 1.713164, -5.155387], [-1.013043, 0.571317, -2.681605], [-0.553089, -1.129489, -4.978511]], "atomic_forces_ev_per_a": [[0.1, 0.0, -0.8], [-0.4, 0.8, 1.1], [1.3, -0.2, 0.3], [-0.1, 0.8, 0.3], [-1.2, 0.6, -0.8], [-1.3, -0.6, 0.6], [-0.7, 1.7, 0.8], [2.0, 2.1, -0.8], [1.2, -0.3, -0.5], [1.1, -1.2, -0.8], [-1.3, -2.3, 0.2], [-0.6, 2.7, 0.9], [0.9, -1.8, 0.2], [1.1, -1.4, -1.0], [-2.1, -0.8, -0.1], [-0.1, 0.5, 0.5], [0.4, -0.2, -0.8], [-0.9, -0.5, -0.5], [1.0, -1.0, 1.6], [0.1, 0.9, 0.4], [-0.5, 1.0, 0.4], [0.2, 1.1, 0.0], [0.8, 0.1, -0.5], [0.2, -1.2, -0.4], [-0.6, -1.0, 0.2], [0.2, 0.0, 0.1], [0.0, 0.1, -0.1], [-0.1, -0.1, 0.1], [-0.7, 0.0, -0.8], [0.0, 0.1, 0.1]]}

***

{"formula": "C10H10Cl6", "method": "ωB97M-V/def2-TZVPD", "lumo_ev": 0.444, "spin_multiplicity": 1, "total_charge": 0, "total_energy_ha": -3148.197934, "smiles": "ClCC1(CCl)[C@H]2C=C(Cl)[C@]1(CCl)[C@H](Cl)[C@@H]2Cl", "symbols": ["Cl", "C", "C", "C", "Cl", "C", "C", "C", "Cl", "C", "C", "Cl", "C", "Cl", "C", "Cl", "H", "H", "H", "H", "H", "H", "H", "H", "H", "H"], "coordinates": [[0.214006, -3.094437, 1.651765], [-0.732773, -1.621377, 1.151897], [0.122106, -0.431800, 0.628440], [0.816716, 0.149915, 1.883692], [-0.303123, 0.914934, 3.034396], [1.111909, -0.903311, -0.461237], [0.157698, -1.283797, -1.571028], [-0.853857, -0.371714, -1.502019], [-2.183064, -0.274416, -2.664777], [-0.564936, 0.546220, -0.338277], [-1.790495, 1.388408, 0.091996], [-3.113426, 0.469846, 0.847471], [0.658401, 1.427076, -0.766780], [0.283852, 2.283848, -2.274857], [1.824292, 0.383591, -0.904353], [2.442993, 0.282299, -2.586581], [-1.291441, -1.334699, 2.013662], [-1.466896, -1.928317, 0.412047], [1.550575, 0.924933, 1.632522], [1.315941, -0.619894, 2.406413], [1.771776, -1.746657, -0.209155], [0.234637, -2.046444, -2.295143], [-1.505794, 2.179060, 0.789335], [-2.255641, 1.899423, -0.726998], [0.903981, 2.187464, -0.008885], [2.652563, 0.619845, -0.233542]], "atomic_forces_ev_per_a": [[-0.2, 0.7, -0.3], [-0.2, 0.0, -0.8], [0.4, -1.2, 1.4], [0.0, 1.3, -1.3], [-0.1, 0.1, 0.1], [0.6, -1.5, -0.4], [-2.2, 2.3, 0.6], [1.2, -2.0, -1.1], [0.9, 0.1, 1.1], [-1.7, 1.2, 0.1], [0.8, 0.3, 0.5], [0.0, -0.2, 0.0], [0.0, 0.1, -0.1], [-0.2, 0.5, 0.3], [-0.4, 0.3, -0.2], [0.4, -0.3, 0.7], [-0.2, 0.2, 0.6], [0.3, -0.2, 0.0], [-0.2, -0.2, 0.1], [0.5, -0.9, 0.5], [-0.1, 0.5, 0.2], [0.4, -0.7, -0.6], [0.1, -0.3, 0.1], [0.1, 0.0, -0.8], [-0.2, -0.3, -0.3], [0.0, 0.1, -0.4]]}